Record 1
Computed, not measured: C33H25CuO4P2S2 as an isolated structure at a distorted geometry, with the ωB97M-V functional and the def2-TZVPD basis.

XYZ file:
```
67
C33H25CuO4P2S2 (the ωB97M-V functional and the def2-TZVPD basis)
Cu -0.014 -2.369 -0.547
S 2.723 -1.335 -2.088
P 1.523 -0.215 -0.939
C -0.139 -0.464 -0.648
P -1.441 -0.072 -1.698
S -2.874 -1.415 -2.029
C -2.227 1.389 -0.840
C -3.090 1.123 0.227
C -3.624 2.152 0.992
C -3.308 3.479 0.707
C -2.448 3.758 -0.344
C -1.910 2.720 -1.107
C -1.066 0.620 -3.374
C 0.070 0.197 -4.064
C 0.297 0.605 -5.377
C -0.612 1.431 -6.020
C -1.762 1.840 -5.350
C -1.991 1.430 -4.043
C 2.294 -0.153 0.759
C 3.678 -0.041 0.898
C 4.268 0.025 2.156
C 3.482 -0.040 3.301
C 2.105 -0.159 3.176
C 1.515 -0.206 1.912
C 1.822 1.562 -1.435
C 2.560 1.940 -2.552
C 2.714 3.286 -2.883
C 2.142 4.273 -2.088
C 1.409 3.908 -0.965
C 1.248 2.563 -0.648
H -3.336 0.090 0.445
H -4.289 1.919 1.817
H -3.734 4.285 1.295
H -2.180 4.785 -0.569
H -1.221 2.954 -1.908
H 0.783 -0.460 -3.574
H 1.193 0.273 -5.894
H -0.432 1.753 -7.040
H -2.488 2.468 -5.855
H -2.903 1.718 -3.538
H 4.289 -0.027 0.003
H 5.346 0.110 2.243
H 3.942 -0.005 4.283
H 1.478 -0.223 4.059
H 0.439 -0.287 1.795
H 3.009 1.159 -3.157
H 3.281 3.563 -3.765
H 2.260 5.320 -2.344
H 0.950 4.669 -0.342
H 0.653 2.271 0.214
O -0.520 -6.300 0.210
C -0.370 -5.096 0.448
O 0.006 -4.214 -0.400
C -0.643 -4.662 1.900
C -0.806 -5.673 2.843
C -1.015 -5.404 4.202
C -1.057 -4.083 4.566
O -1.249 -3.549 5.823
C -1.182 -2.127 5.658
O -0.999 -1.851 4.276
C -0.907 -3.080 3.645
C -0.700 -3.321 2.313
H -0.764 -6.692 2.484
H -1.138 -6.197 4.931
H -0.339 -1.734 6.228
H -2.114 -1.677 6.003
H -0.590 -2.505 1.608
```

Output
- Charge: -2
- M: 675.19 g mol⁻¹
- ΔE to the lowest compared entry with this formula, charge and spin: 15.9 kcal per mole
- Frontier orbital gap: 0.2029 Ha

The computed Löwdin charges, all in e, follow: atom 1 (Cu): 0.247, atom 2 (S): 0.180, atom 3 (P): 0.330, atom 4 (C): -0.622, atom 5 (P): 0.333, atom 6 (S): 0.143, atom 7 (C): -0.318, atom 8 (C): -0.110, atom 9 (C): -0.107, atom 10 (C): -0.128, atom 11 (C): -0.110, atom 12 (C): -0.117, atom 13 (C): -0.332, atom 14 (C): -0.098, atom 15 (C): -0.093, atom 16 (C): -0.121, atom 17 (C): -0.108, atom 18 (C): -0.114, atom 19 (C): -0.317, atom 20 (C): -0.109, atom 21 (C): -0.110, atom 22 (C): -0.122, atom 23 (C): -0.094, atom 24 (C): -0.089, atom 25 (C): -0.311, atom 26 (C): -0.117, atom 27 (C): -0.103, atom 28 (C): -0.120, atom 29 (C): -0.110, atom 30 (C): -0.101, atom 31 (H): 0.079, atom 32 (H): 0.088, atom 33 (H): 0.083, atom 34 (H): 0.089, atom 35 (H): 0.094, atom 36 (H): 0.025, atom 37 (H): 0.097, atom 38 (H): 0.084, atom 39 (H): 0.087, atom 40 (H): 0.099, atom 41 (H): 0.076, atom 42 (H): 0.086, atom 43 (H): 0.084, atom 44 (H): 0.086, atom 45 (H): 0.080, atom 46 (H): 0.055, atom 47 (H): 0.088, atom 48 (H): 0.084, atom 49 (H): 0.093, atom 50 (H): 0.108, atom 51 (O): -0.016, atom 52 (C): -0.593, atom 53 (O): -0.106, atom 54 (C): -0.103, atom 55 (C): -0.034, atom 56 (C): -0.007, atom 57 (C): -0.236, atom 58 (O): 0.005, atom 59 (C): -0.152, atom 60 (O): 0.012, atom 61 (C): -0.198, atom 62 (C): 0.073, atom 63 (H): 0.104, atom 64 (H): 0.105, atom 65 (H): 0.125, atom 66 (H): 0.126, atom 67 (H): 0.079

=====

Record 2
Computed, not measured: C33H25N5O2PSbSe4Tc as an isolated structure, with the ωB97M-V functional and the def2-TZVPD basis.

XYZ file:
```
72
C33H25N5O2PSbSe4Tc (the ωB97M-V functional and the def2-TZVPD basis)
Tc -0.566 0.423 0.020
O -7.333 -0.163 1.253
C -6.831 -0.236 0.120
O -7.290 -0.505 -1.004
C -5.302 0.034 0.102
C -4.622 0.114 -1.112
C -3.263 0.294 -1.107
N -2.591 0.372 0.057
C -3.215 0.268 1.239
C -4.586 0.124 1.288
C -2.290 0.226 2.405
C -2.747 0.168 3.703
C -1.837 0.043 4.744
C -0.493 -0.036 4.449
C -0.100 0.032 3.124
N -0.962 0.184 2.117
C -2.397 0.460 -2.315
C -2.926 0.517 -3.588
C -2.097 0.825 -4.656
C -0.778 1.145 -4.401
C -0.311 1.061 -3.101
N -1.074 0.657 -2.083
H -5.207 0.009 -2.017
H -5.145 0.057 2.213
H -3.809 0.225 3.897
H -2.181 -0.001 5.770
H 0.259 -0.115 5.221
H 0.942 -0.019 2.859
H -3.982 0.340 -3.736
H -2.492 0.854 -5.664
H -0.107 1.465 -5.186
H 0.697 1.358 -2.854
N 1.771 -1.746 0.118
P 1.806 -0.032 -0.111
C 3.272 0.330 0.913
C 3.198 1.003 2.129
C 4.340 1.196 2.895
C 5.562 0.711 2.455
C 5.645 0.024 1.250
C 4.508 -0.164 0.480
C 2.520 0.110 -1.780
C 3.199 1.276 -2.132
C 3.575 1.493 -3.450
C 3.274 0.548 -4.425
C 2.608 -0.620 -4.077
C 2.224 -0.834 -2.758
C 0.618 -2.481 0.117
C 0.656 -3.872 0.286
C -0.513 -4.585 0.243
C -1.719 -3.914 0.034
C -1.684 -2.552 -0.099
N -0.539 -1.819 -0.054
H 2.633 -2.245 0.271
H 2.271 1.419 2.492
H 4.252 1.740 3.828
H 6.455 0.877 3.045
H 6.597 -0.360 0.903
H 4.591 -0.683 -0.469
H 3.423 2.019 -1.373
H 4.101 2.400 -3.717
H 3.553 0.727 -5.456
H 2.378 -1.362 -4.832
H 1.681 -1.735 -2.497
H 1.609 -4.359 0.449
H -0.497 -5.659 0.375
H -2.665 -4.434 -0.018
H -2.603 -2.005 -0.251
Se 1.769 2.887 5.014
Sb 0.080 3.802 3.518
Se -0.530 2.816 0.009
Se 1.325 3.659 1.128
Se -0.110 6.243 3.795
```

Output
- Charge: 0
- 2S+1: 4
- M: 1090.17 g mol⁻¹
- ΔE to the lowest compared entry with this formula, charge and spin: 0.0 kcal per mole
- Frontier orbital gap (spin up / spin down): 0.2049 / 0.1668 Ha

The computed Löwdin charges, all in e, follow: atom 1 (Tc): 0.900, atom 2 (O): -0.016, atom 3 (C): -0.681, atom 4 (O): -0.024, atom 5 (C): -0.051, atom 6 (C): 0.070, atom 7 (C): -0.199, atom 8 (N): -0.075, atom 9 (C): -0.179, atom 10 (C): 0.078, atom 11 (C): -0.190, atom 12 (C): 0.018, atom 13 (C): -0.020, atom 14 (C): -0.062, atom 15 (C): -0.131, atom 16 (N): -0.036, atom 17 (C): -0.181, atom 18 (C): 0.015, atom 19 (C): -0.026, atom 20 (C): -0.026, atom 21 (C): -0.122, atom 22 (N): -0.055, atom 23 (H): 0.122, atom 24 (H): 0.124, atom 25 (H): 0.122, atom 26 (H): 0.123, atom 27 (H): 0.102, atom 28 (H): 0.085, atom 29 (H): 0.121, atom 30 (H): 0.120, atom 31 (H): 0.116, atom 32 (H): 0.088, atom 33 (N): -0.090, atom 34 (P): 0.942, atom 35 (C): -0.349, atom 36 (C): -0.163, atom 37 (C): -0.068, atom 38 (C): -0.063, atom 39 (C): -0.075, atom 40 (C): -0.107, atom 41 (C): -0.393, atom 42 (C): -0.092, atom 43 (C): -0.062, atom 44 (C): -0.077, atom 45 (C): -0.079, atom 46 (C): -0.105, atom 47 (C): -0.377, atom 48 (C): -0.007, atom 49 (C): -0.047, atom 50 (C): -0.051, atom 51 (C): -0.099, atom 52 (N): -0.005, atom 53 (H): 0.115, atom 54 (H): -0.025, atom 55 (H): 0.061, atom 56 (H): 0.109, atom 57 (H): 0.105, atom 58 (H): 0.105, atom 59 (H): 0.113, atom 60 (H): 0.111, atom 61 (H): 0.107, atom 62 (H): 0.108, atom 63 (H): 0.103, atom 64 (H): 0.118, atom 65 (H): 0.118, atom 66 (H): 0.115, atom 67 (H): 0.104, atom 68 (Se): -0.205, atom 69 (Sb): 0.036, atom 70 (Se): 0.072, atom 71 (Se): -0.088, atom 72 (Se): -0.045

=====

Record 3
Computed, not measured: one molecule with the formula C33H26BF5O2S at a distorted geometry, with the ωB97M-V functional and the def2-TZVPD basis.

XYZ file:
```
68
C33H26BF5O2S (the ωB97M-V functional and the def2-TZVPD basis)
C -5.827 -1.747 1.149
C -4.449 -1.366 1.557
C -3.573 -0.772 0.649
F -3.990 -0.604 -0.646
C -2.298 -0.362 1.001
C -1.814 -0.618 2.300
C -0.367 -0.186 2.541
C 0.600 -1.125 3.228
C 0.214 -2.356 3.770
C 1.194 -3.207 4.262
F 0.815 -4.358 4.905
C 2.557 -2.963 4.128
C 3.550 -3.954 4.615
C 2.933 -1.784 3.475
C 1.971 -0.880 3.050
C -2.662 -1.242 3.199
C -3.971 -1.587 2.848
H -6.344 -2.166 2.016
H -6.409 -0.885 0.800
H -5.818 -2.498 0.350
H -1.663 0.110 0.252
H 0.017 -0.306 1.504
H -0.828 -2.652 3.857
H 4.562 -3.550 4.495
H 3.399 -4.181 5.677
H 3.487 -4.903 4.063
H 3.990 -1.567 3.317
H 2.271 0.043 2.559
H -2.336 -1.444 4.236
H -4.633 -2.031 3.596
C -1.125 -1.784 8.360
C -0.779 -0.997 7.160
C 0.488 -0.535 6.846
C 0.525 0.249 5.667
C -0.689 0.263 4.981
B 1.179 2.494 0.915
C 2.497 3.155 0.543
C 2.579 4.545 0.377
C 3.820 5.167 0.244
C 4.976 4.395 0.229
C 6.331 5.037 0.053
F 7.172 4.711 1.084
F 6.939 4.615 -1.100
F 6.270 6.396 -0.005
C 4.918 3.010 0.370
C 3.680 2.391 0.515
O 1.158 1.787 2.232
C -0.203 1.390 2.618
C -0.942 2.355 1.660
C -1.741 3.355 2.189
C -1.542 3.742 3.547
C -0.986 2.872 4.452
C -0.911 1.478 4.003
O -0.159 2.615 0.531
S -1.930 -0.335 6.061
H -0.252 -2.385 8.638
H -1.366 -1.125 9.204
H -1.965 -2.460 8.175
H 1.343 -0.765 7.479
H 1.414 0.740 5.276
H 1.672 5.145 0.355
H 3.886 6.251 0.162
H 5.833 2.423 0.377
H 3.630 1.305 0.602
H -2.325 3.993 1.520
H -1.844 4.752 3.833
H -0.790 3.085 5.505
H -1.952 1.236 3.749
```

Output
- Charge: 0
- SMILES: Cc1ccc([C@H]2C=CC=C3OB(c4ccc(C(F)(F)F)cc4)O[C@]32C(c2ccc(C)c(F)c2)c2ccc(C)c(F)c2)s1
- M: 592.44 g mol⁻¹
- ΔE to the lowest compared entry with this formula, charge and spin: 0.0 kcal per mole
- Frontier orbital gap: 0.2930 Ha

The computed Löwdin charges, all in e, follow: atom 1 (C): -0.042, atom 2 (C): -0.220, atom 3 (C): -0.198, atom 4 (F): 0.051, atom 5 (C): 0.061, atom 6 (C): -0.160, atom 7 (C): -0.147, atom 8 (C): -0.180, atom 9 (C): 0.054, atom 10 (C): -0.202, atom 11 (F): 0.048, atom 12 (C): -0.226, atom 13 (C): -0.047, atom 14 (C): -0.018, atom 15 (C): -0.033, atom 16 (C): -0.089, atom 17 (C): -0.010, atom 18 (H): 0.077, atom 19 (H): 0.090, atom 20 (H): 0.091, atom 21 (H): 0.135, atom 22 (H): 0.156, atom 23 (H): 0.116, atom 24 (H): 0.078, atom 25 (H): 0.085, atom 26 (H): 0.091, atom 27 (H): 0.115, atom 28 (H): 0.104, atom 29 (H): 0.017, atom 30 (H): 0.119, atom 31 (C): -0.104, atom 32 (C): -0.565, atom 33 (C): -0.112, atom 34 (C): -0.110, atom 35 (C): -0.451, atom 36 (B): -0.387, atom 37 (C): -0.070, atom 38 (C): 0.001, atom 39 (C): 0.004, atom 40 (C): -0.119, atom 41 (C): -0.520, atom 42 (F): 0.118, atom 43 (F): 0.119, atom 44 (F): 0.118, atom 45 (C): 0.003, atom 46 (C): -0.003, atom 47 (O): 0.069, atom 48 (C): -0.206, atom 49 (C): -0.129, atom 50 (C): 0.006, atom 51 (C): -0.075, atom 52 (C): -0.025, atom 53 (C): -0.235, atom 54 (O): 0.160, atom 55 (S): 1.111, atom 56 (H): 0.085, atom 57 (H): 0.086, atom 58 (H): 0.078, atom 59 (H): 0.116, atom 60 (H): 0.134, atom 61 (H): 0.125, atom 62 (H): 0.124, atom 63 (H): 0.129, atom 64 (H): 0.121, atom 65 (H): 0.122, atom 66 (H): 0.112, atom 67 (H): 0.118, atom 68 (H): 0.139